Entry from the OMol25 dataset: C28H54Br2F3Ni2O14S5 as an isolated structure (ωB97M-V/def2-TZVPD).

Geometry as XYZ:
```
108
C28H54Br2F3Ni2O14S5 | the OMol25 dataset | ωB97M-V/def2-TZVPD
H -0.71 6.64 -0.36
O -2.54 -0.99 5.08
S -4.43 1.33 -1.66
Ni 1.70 0.85 -2.80
C -3.99 3.10 -2.25
H -3.90 0.90 0.66
C -1.02 -2.65 3.45
H -2.40 -3.37 6.08
C 1.99 6.79 2.14
S 0.53 5.96 1.63
C -0.88 -6.24 -2.00
H -0.19 -4.71 -3.16
H -0.91 -4.71 3.00
C 0.60 -2.15 -5.79
H 3.57 -2.54 2.84
H -1.11 -5.38 5.46
H -0.97 3.73 2.84
H 2.95 -0.84 -6.77
O 0.48 -0.97 -3.56
H 5.17 -3.72 1.22
C -1.19 -5.09 -3.01
C -0.61 -5.60 -0.59
H -1.31 1.25 3.33
H -1.66 -5.18 -3.99
C -1.29 -4.13 -0.40
H -2.04 2.98 -1.26
C -0.80 3.22 3.79
C -1.30 -4.10 3.82
H -4.87 3.64 -1.88
H -4.14 3.83 0.61
O -1.95 -2.46 -2.67
H 5.43 -2.04 1.63
C -0.63 0.05 0.46
O -3.19 0.57 -1.86
Br -1.15 4.30 5.38
H 4.82 0.87 -6.40
H 1.13 0.82 -0.19
O 0.78 4.50 1.50
H -1.73 -6.89 -1.82
H 0.34 8.55 0.49
H -0.43 -3.47 -0.31
H 0.05 -6.80 -2.15
S -2.12 -3.79 -2.11
C 3.85 0.80 -5.91
Br -3.61 2.39 3.65
H 0.21 2.85 3.98
H -1.59 0.39 0.84
C 0.34 6.61 -0.04
H 2.23 -1.03 1.48
H 3.91 1.36 -4.98
C 4.70 -2.07 -0.30
H 2.71 5.96 2.11
H -1.99 -3.84 0.38
H -2.36 -4.34 3.86
H -3.80 3.12 -3.32
H 0.45 -5.45 -0.36
O -0.06 -1.02 5.37
H -1.52 -2.16 2.62
C 1.31 -1.49 -4.53
Ni -1.43 -0.59 -2.33
O 2.24 -0.37 -4.83
C 2.22 7.87 1.18
H 0.06 -2.50 3.36
O -0.07 1.13 -1.85
H 3.27 1.28 -6.70
C -1.32 -3.22 6.10
S 2.89 -2.04 -0.77
H 1.17 -2.31 1.14
F 0.19 -1.20 -6.62
H 2.91 -3.77 1.82
C -2.98 3.53 -1.19
H 1.41 8.08 -1.02
C -4.37 1.76 0.17
H -5.41 1.93 0.46
C -3.49 3.02 0.28
H 4.80 -0.99 -0.21
O -5.82 0.91 -2.04
H -2.66 4.57 -1.19
H 4.04 -1.28 -5.50
C 4.73 -2.73 1.14
H -1.73 1.57 5.03
O 2.67 -0.86 -1.59
H 1.87 6.94 3.21
H -2.72 2.96 1.04
C 2.22 -2.03 1.03
H -1.08 -2.83 7.08
C 1.10 7.93 0.01
H 5.28 -2.26 -1.20
H 2.05 -2.09 -4.00
H 3.05 7.55 0.54
H 0.90 5.96 -0.70
O -3.52 -4.22 -2.17
H -0.97 -6.19 0.26
C 0.12 1.15 -0.41
H -0.13 -0.26 1.38
C -0.79 -4.37 5.24
C 3.27 -2.74 1.81
S -1.27 -1.75 5.04
O -0.60 6.45 2.36
C 3.26 -0.56 -5.76
O -1.18 -1.03 -0.30
F -0.50 -2.84 -5.44
O 2.68 -3.34 -1.44
H 0.30 -4.47 5.22
F 1.46 -2.95 -6.39
H 0.13 2.17 -0.02
H 2.53 8.87 1.49
C -1.69 2.00 4.03
```

Summary:
2S+1: 6
Expectation value of S²: 8.76
Strongest force on any atom: 4.3 eV/A
HOMO (alpha / beta): -13.11 / -13.11 eV
Charge: +2